C47H66BrIN9P2PbS | ωB97M-V with the def2-TZVPD basis set

The calculation puts the relative energy (zero: lowest compared OMol25 entry of this formula, charge and spin) at 8.5 kcal/mol. The charge is +1. Its HOMO energy is -10.0 eV. The largest force on an atom is 0.7 eV/A. The total energy comes out at -176023.5199 eV. The value obtained for the HOMO-LUMO gap is 8.282 eV.

XYZ file:
```
128
Properties=species:S:1:pos:R:3:forces:R:3:lowdin_charge:R:1
Pb 0.3826 -1.5307 -0.4464 0.19 0.37 -0.49 1.052
N -2.0255 -4.4202 1.0366 0.15 0.16 -0.14 -0.128
P -1.0054 -3.2254 1.7302 -0.58 -0.36 0.18 0.967
C -0.5072 -4.1056 3.2551 0.08 0.26 -0.03 -0.366
C 0.8430 -4.2448 3.5545 0.05 0.03 -0.12 -0.096
C 1.2392 -4.8769 4.7274 0.05 -0.03 0.01 -0.074
C 0.2867 -5.3720 5.6023 -0.06 -0.01 -0.03 -0.070
C -1.0683 -5.2333 5.3104 0.02 -0.01 0.01 -0.067
C -1.4644 -4.5959 4.1474 0.05 0.01 0.03 -0.093
C -2.2525 -2.0774 2.4479 -0.01 -0.16 0.11 -0.373
C -3.5649 -2.0262 1.9861 0.00 0.05 -0.03 -0.111
C -4.5002 -1.2063 2.6137 0.04 -0.03 -0.06 -0.079
C -4.1296 -0.4422 3.7085 0.01 0.08 0.03 -0.075
C -2.8178 -0.4826 4.1712 0.06 0.07 -0.04 -0.071
C -1.8831 -1.2875 3.5394 -0.04 -0.01 -0.08 -0.101
C -2.1514 -4.7664 -0.3060 0.14 0.02 0.02 -0.393
C -3.1491 -5.6580 -0.7177 -0.08 -0.04 0.05 -0.018
C -3.2229 -5.9831 -2.0553 -0.02 -0.02 0.02 -0.064
C -2.3209 -5.4205 -2.9555 0.00 -0.02 -0.04 -0.071
C -1.3791 -4.5479 -2.4522 0.00 0.06 0.09 -0.144
N -1.2894 -4.2302 -1.1558 0.19 0.18 -0.04 0.052
H -2.6212 -4.9333 1.6652 -0.11 -0.06 0.07 0.096
H 1.5889 -3.8520 2.8688 -0.04 -0.03 0.04 0.096
H 2.2928 -4.9819 4.9559 -0.04 0.01 -0.01 0.108
H 0.5949 -5.8621 6.5171 -0.01 0.01 -0.02 0.109
H -1.8141 -5.6105 5.9995 0.03 0.01 -0.02 0.110
H -2.5240 -4.4543 3.9542 0.05 0.01 0.00 0.109
H -3.8703 -2.6489 1.1508 0.01 0.02 0.04 0.099
H -5.5242 -1.1866 2.2593 0.04 0.00 0.00 0.107
H -4.8605 0.1819 4.2101 0.04 -0.05 -0.04 0.109
H -2.5277 0.1099 5.0324 -0.01 -0.04 -0.06 0.107
H -0.8666 -1.3357 3.9131 -0.03 0.02 0.05 0.094
H -3.8428 -6.0771 0.0026 0.04 0.01 -0.05 0.112
H -3.9827 -6.6735 -2.4012 0.02 0.02 0.02 0.113
H -2.3517 -5.6585 -4.0106 0.01 0.03 0.07 0.105
H -0.6502 -4.0718 -3.1048 -0.06 -0.04 0.05 0.108
Br 2.3551 -2.6019 -7.2120 0.00 0.01 0.03 0.725
C 2.3377 -0.7543 -6.8242 -0.04 0.01 0.13 -0.744
C 2.1149 0.1242 -7.8748 0.00 0.09 -0.05 -0.130
C 2.0851 1.4908 -7.6463 0.00 0.01 0.03 -0.072
C 2.2898 1.9865 -6.3661 0.00 0.01 -0.03 -0.073
C 2.5176 1.1121 -5.3145 0.05 0.06 -0.01 -0.166
C 2.5332 -0.2599 -5.5370 0.00 -0.12 0.03 -0.726
I 2.8616 -1.5164 -3.8953 0.02 0.03 0.03 0.923
H 1.9702 -0.2677 -8.8720 -0.01 -0.01 0.01 0.103
H 1.9076 2.1669 -8.4730 0.02 -0.03 0.02 0.111
H 2.2824 3.0548 -6.1850 0.00 -0.06 0.00 0.110
H 2.7005 1.4974 -4.3187 -0.02 -0.04 -0.07 0.068
S 4.0851 -5.2199 -1.0397 -0.05 -0.03 -0.01 1.029
C 4.8822 -3.7402 -0.7253 0.05 -0.04 -0.03 -0.390
C 3.9737 -2.7923 -0.3848 -0.22 0.00 0.02 -0.272
N 2.6633 -3.2234 -0.3752 0.21 0.07 0.12 -0.142
C 2.5812 -4.4830 -0.6998 0.06 0.07 -0.03 -0.498
H 5.9550 -3.6488 -0.8090 -0.11 0.01 0.02 0.075
H 4.1938 -1.7619 -0.1282 -0.03 -0.13 -0.03 0.106
H 1.6422 -5.0253 -0.7663 0.14 0.10 0.02 0.074
N 0.9865 0.1424 0.6794 -0.20 -0.62 -0.01 -0.431
P 1.1651 1.6036 1.0999 0.15 0.59 -0.01 0.539
N 1.5600 1.7239 2.7300 -0.39 -0.15 0.07 -0.181
C 1.2364 2.8871 3.5707 0.02 -0.20 0.02 -0.216
C 0.2886 2.4892 4.6965 0.08 -0.13 0.00 -0.172
C 0.9454 1.4451 5.6240 0.02 -0.01 -0.09 -0.184
C 2.1067 0.7314 4.9168 -0.09 0.12 0.01 -0.185
C 1.7700 0.4550 3.4603 0.08 0.15 0.00 -0.223
N 2.3677 2.3838 0.2163 0.33 -0.19 0.04 -0.210
C 3.3850 1.5539 -0.4411 -0.04 0.22 0.05 -0.228
C 4.0055 2.3280 -1.5955 -0.02 0.12 0.10 -0.190
C 4.6528 3.6105 -1.0726 -0.13 -0.01 -0.02 -0.197
C 3.6173 4.4358 -0.3080 0.07 -0.09 -0.01 -0.181
C 2.9558 3.6019 0.7846 0.00 -0.02 -0.07 -0.223
N -0.1095 2.6952 0.9034 -0.02 -0.28 -0.07 -0.193
C -1.4278 2.1700 1.2879 0.10 0.29 -0.04 -0.211
C -2.3707 3.3040 1.6751 0.12 0.00 -0.06 -0.178
C -2.4846 4.3015 0.5248 0.00 -0.02 0.07 -0.199
C -1.0944 4.8116 0.1620 -0.03 -0.06 0.01 -0.175
C -0.1912 3.6417 -0.2094 -0.09 0.10 -0.04 -0.208
H 0.7692 3.6459 2.9513 0.00 0.04 -0.09 0.090
H 2.1518 3.3198 3.9902 0.00 0.01 -0.03 0.118
H -0.6117 2.0711 4.2351 -0.02 0.03 0.04 0.089
H -0.0159 3.3738 5.2581 -0.02 0.00 0.00 0.112
H 0.2011 0.7038 5.9305 0.02 0.04 0.02 0.098
H 1.3099 1.9205 6.5361 -0.02 -0.02 0.00 0.107
H 2.3263 -0.2134 5.4152 0.05 -0.01 0.01 0.111
H 3.0136 1.3396 4.9688 -0.01 -0.03 0.00 0.113
H 0.8749 -0.1753 3.4120 -0.03 0.02 -0.06 0.079
H 2.5708 -0.1085 2.9825 0.02 -0.01 -0.03 0.103
H 2.9201 0.6333 -0.7818 -0.07 -0.03 -0.03 0.060
H 4.1808 1.2850 0.2743 -0.03 -0.04 0.00 0.124
H 3.2038 2.5957 -2.2950 0.05 -0.06 -0.04 0.099
H 4.7307 1.7041 -2.1238 -0.01 0.00 0.01 0.111
H 5.0747 4.1934 -1.8924 0.03 0.01 0.01 0.109
H 5.4769 3.3492 -0.3996 0.00 0.01 -0.03 0.115
H 2.8475 4.7834 -1.0060 0.04 0.03 0.03 0.108
H 4.0799 5.3164 0.1436 -0.02 0.00 -0.03 0.115
H 2.1781 4.1876 1.2783 0.00 -0.04 0.00 0.101
H 3.7027 3.3419 1.5509 -0.05 -0.01 0.00 0.125
H -1.3039 1.4690 2.1076 0.03 -0.15 0.18 0.088
H -1.8690 1.6028 0.4537 0.06 -0.02 -0.03 0.103
H -1.9753 3.8147 2.5607 -0.05 -0.04 -0.01 0.112
H -3.3453 2.8897 1.9345 -0.07 -0.03 0.04 0.109
H -3.1553 5.1243 0.7792 0.01 -0.02 0.01 0.112
H -2.9151 3.7874 -0.3455 -0.02 0.06 0.01 0.095
H -0.6662 5.3355 1.0232 0.01 0.03 -0.04 0.116
H -1.1361 5.5184 -0.6706 0.00 -0.02 0.01 0.114
H 0.8051 3.9939 -0.4637 -0.08 -0.08 -0.01 0.089
H -0.6049 3.1574 -1.1093 0.01 0.09 0.15 0.094
C 0.1177 1.2102 -2.7202 0.05 -0.16 0.00 -0.107
C -0.8499 0.2929 -3.4673 -0.02 0.07 0.14 -0.199
N -2.2576 0.5286 -3.1392 0.09 0.07 -0.04 -0.075
C -3.0251 1.3918 -4.0347 0.07 0.07 0.08 -0.201
C -2.7682 2.8815 -3.8292 -0.04 0.01 0.00 -0.058
C -2.7472 0.0573 -1.9721 0.01 -0.12 0.02 -0.428
C -4.1963 0.3293 -1.6491 0.05 0.07 -0.02 0.005
N -1.9942 -0.6301 -1.1680 -0.10 0.02 0.14 0.017
H 1.1369 0.8169 -2.7960 -0.10 0.09 -0.01 0.014
H -0.1297 1.2569 -1.6592 0.01 -0.07 -0.06 0.026
H 0.1102 2.2247 -3.1225 0.01 -0.06 0.01 0.072
H -0.6216 -0.7523 -3.2430 -0.04 0.01 -0.03 0.074
H -0.7390 0.4248 -4.5433 -0.01 -0.04 -0.05 0.120
H -4.0847 1.1872 -3.9143 -0.02 -0.06 0.00 0.102
H -2.7696 1.1122 -5.0570 0.01 -0.04 -0.04 0.121
H -2.9871 3.1778 -2.7990 0.04 -0.01 -0.07 0.062
H -3.4105 3.4620 -4.4967 0.06 -0.03 0.06 0.082
H -1.7320 3.1423 -4.0495 -0.04 0.00 0.03 0.066
H -4.3924 1.4024 -1.5855 0.01 -0.05 -0.02 0.087
H -4.4422 -0.1209 -0.6907 0.00 0.01 0.03 0.072
H -4.8549 -0.0920 -2.4092 0.00 0.01 0.02 0.091
H -2.5393 -0.9295 -0.3642 -0.07 0.07 -0.03 0.014
```
Forces are in eV/Å.